# C39H64AlFN17

A molecular structure, C39H64AlFN17 at a distorted geometry (ωB97M-V/def2-TZVPD, the OMol25 dataset).

```
122
Properties=species:S:1:pos:R:3:forces:R:3
H 2.921146 -1.914481 -0.688549 0.006 -0.088 0.064
C 3.818579 -1.935938 -1.305133 -0.073 0.250 0.095
C 2.874181 5.693259 -2.390192 0.252 0.098 -0.026
H -4.923802 1.548036 5.888395 -0.047 0.192 0.004
C 5.891805 -2.732386 8.065413 0.300 0.188 -0.067
F 1.488555 1.523870 6.566733 0.679 -0.433 -1.180
H -2.184548 -0.160698 0.286642 0.175 -0.013 0.071
H 2.625488 4.936649 5.488561 0.053 0.008 -0.171
H 1.071848 -7.142414 2.677993 -0.081 0.141 -0.073
C 1.119432 -2.254469 5.012333 0.908 -1.302 0.500
H 6.051181 -6.537836 -2.804485 -0.014 0.192 -0.111
N -13.427085 0.101157 -6.036274 -0.071 -0.047 -0.064
H -4.221914 3.312365 -1.582398 0.110 -0.167 -0.004
N -4.107937 0.240656 -2.343291 -0.140 -0.069 -0.158
N -1.232289 -4.982559 2.836407 -0.156 -0.022 -0.042
N 3.169650 0.554657 1.630697 0.259 -0.247 -0.074
C -0.515467 -5.825476 3.132871 0.209 -0.195 0.056
N -3.641471 -0.270812 2.358183 -0.083 0.198 -0.078
N 6.804161 -5.178485 -5.558065 -0.025 0.086 -0.130
N -8.497183 2.303084 -5.143086 -0.016 0.015 0.048
C 0.404293 -6.894732 3.502650 0.232 -0.224 0.116
H -11.095434 0.820047 -4.011805 -0.063 -0.099 -0.081
H -5.291929 3.114165 -2.965282 0.076 -0.186 -0.080
H 1.002740 5.540564 5.786371 -0.037 0.140 -0.142
H -3.185527 1.532702 6.146087 0.079 0.193 -0.019
H 2.583151 -2.487398 3.433395 -0.356 -0.145 -0.170
H 2.978798 2.984006 -0.393400 0.094 -0.094 0.067
H 1.022030 -6.604855 4.352371 -0.083 0.171 -0.020
H 3.147649 -3.273820 -4.963935 -0.057 0.140 -0.023
H 1.008682 0.491744 4.062068 -0.295 0.259 -0.066
H -7.466048 2.492692 -8.132079 -0.117 0.036 0.116
H -5.297193 7.782256 -3.507424 0.060 -0.112 -0.110
C 4.115598 -2.912939 -5.296854 0.174 -0.321 0.113
N 4.760243 -4.349844 -1.593364 0.042 -0.087 -0.069
C -12.617788 0.689256 -5.475534 0.158 0.135 0.171
H 5.827751 1.873026 -3.392702 0.057 0.174 0.028
N 0.502502 4.794229 -1.793906 -0.089 -0.040 -0.051
H 0.617505 -1.964636 -3.024763 0.038 -0.123 -0.059
C 1.503963 -2.669158 3.557330 -0.760 1.031 0.135
C 6.686201 -6.905448 -3.611785 -0.080 -0.235 0.306
H 3.122680 1.958547 4.299633 0.268 0.443 0.138
C 3.281848 -0.844139 5.439244 -0.464 -0.229 0.349
C -3.973564 1.906296 5.492549 0.019 -0.387 0.010
C -5.631817 5.788430 -4.121618 -0.033 0.226 0.141
H -3.501520 -3.349706 1.587443 0.075 0.131 -0.027
C 2.754602 1.429758 1.019760 -0.140 0.260 -0.132
C 4.594417 -3.318369 8.380658 0.134 0.097 -0.075
N 5.355696 4.772921 -4.583544 -0.015 0.052 -0.017
N 0.837511 -0.755423 -0.383556 0.144 -0.007 -0.499
H -0.134434 -7.801194 3.777452 -0.131 0.101 -0.033
C 0.668352 -2.836553 -4.953556 -0.166 0.214 0.154
H -6.926295 7.187474 -3.209621 -0.006 -0.133 -0.107
H -4.596187 -3.235488 2.960141 -0.060 0.218 -0.020
N -5.438480 4.911041 -4.833617 -0.015 -0.125 -0.090
C -3.654866 -2.867178 2.551505 -0.045 -0.285 0.059
C -5.873917 6.905527 -3.215033 -0.062 0.247 0.205
H -0.357614 -1.830079 2.677549 0.370 0.005 0.155
H 3.361033 5.050819 -3.120225 -0.110 -0.022 -0.028
H -2.189909 -0.836234 -1.334365 0.134 -0.039 -0.038
C 4.150151 -1.455046 -5.351712 0.017 -0.343 0.006
H -2.855442 -3.199948 3.210153 0.090 0.136 -0.073
C 5.252874 3.645730 -4.392286 0.064 -0.265 0.085
H 1.248579 4.150555 4.737851 0.088 0.020 -0.108
H -3.831848 1.446956 4.513938 0.047 0.164 -0.067
H 1.394887 2.222768 -0.392717 0.030 -0.147 0.076
H 1.834590 3.334579 0.894895 0.061 -0.115 0.136
H -5.593685 6.651906 -2.192958 0.048 -0.134 -0.075
C 1.657807 5.119607 5.024012 -0.081 -0.214 0.261
H 4.549191 -1.276891 -0.836767 0.059 -0.138 0.064
H 5.309294 1.637229 -5.057249 -0.090 0.234 0.083
H 6.279721 -7.859164 -3.947524 0.001 0.085 -0.153
H 3.049174 -2.994443 5.554738 -0.333 0.091 0.349
H 5.781114 -1.714698 7.691588 -0.199 -0.053 -0.020
H 7.675368 -7.094396 -3.195802 0.043 0.118 -0.124
C 2.215410 2.543516 0.248634 -0.156 0.239 -0.124
H 1.101014 -0.850054 2.340687 -0.083 -0.355 0.213
C 0.729284 -1.869842 2.478754 0.130 -0.941 -0.354
C -7.847256 2.174384 -6.079058 0.205 0.028 -0.148
H 0.575844 -3.108183 5.468725 -0.077 0.413 -0.171
H -1.807261 0.856955 -1.095188 0.206 -0.007 -0.026
C -3.656683 -1.415487 2.424609 -0.011 -0.299 0.161
C -4.496389 1.309609 -2.198861 -0.145 0.262 0.017
H 3.863246 -1.136027 4.540608 -0.032 0.428 0.365
H 0.479278 -1.370109 5.065627 0.249 -0.105 -0.146
H 1.308891 -3.746223 3.416993 0.171 0.330 0.050
C -4.988214 2.670115 -2.017244 -0.144 0.371 0.053
N 3.569483 -3.773676 8.618684 0.026 -0.143 0.148
Al 2.228391 0.854575 5.029593 -0.506 -0.034 1.139
N 4.179950 -0.307830 -5.388878 -0.162 -0.219 -0.072
C -11.586013 1.437225 -4.763125 0.089 0.131 0.117
H -6.031912 2.476771 -7.112024 -0.083 0.061 0.186
H 4.119474 1.959300 -3.803614 0.009 0.115 -0.110
C -0.265550 -0.481497 -0.535981 -0.337 0.157 0.155
H -12.006080 2.304057 -4.253651 -0.140 -0.062 -0.066
C -7.010054 2.020387 -7.262558 0.233 -0.046 -0.279
H 3.560659 -1.502630 -2.272619 0.051 -0.165 -0.075
N -3.933825 4.507490 5.338788 -0.053 0.122 0.000
C 5.121547 2.211236 -4.150310 0.120 -0.068 0.013
N 0.919186 -3.709389 -5.654071 -0.057 -0.090 -0.076
C -3.950582 3.363007 5.407982 0.020 -0.295 0.011
H -5.851542 2.693148 -1.352651 0.039 -0.206 0.021
C 1.777892 6.010338 3.873631 -0.022 -0.167 0.216
C 6.749141 -5.943859 -4.706252 0.003 -0.152 0.266
C 2.435156 -2.109525 5.835927 0.289 0.167 -0.571
H 0.939570 -0.834862 -4.333722 0.069 -0.106 -0.120
H 2.269288 -2.211883 6.917916 -0.137 0.366 -0.319
C 4.344608 -3.288846 -1.453356 -0.049 0.220 -0.071
C 0.370474 -1.723738 -4.059818 -0.068 0.287 0.263
H 4.864467 -3.305144 -4.608353 0.097 0.204 -0.025
N 1.872268 6.710701 2.969232 0.023 0.056 -0.078
H 6.533778 -2.696597 8.945740 -0.136 -0.077 0.066
H -10.816206 1.797723 -5.440377 -0.063 -0.083 -0.062
H -0.686895 -1.460443 -4.093004 -0.003 -0.130 -0.100
C -1.675407 -0.139046 -0.677663 -0.159 -0.021 0.109
H 3.513112 5.731173 -1.507838 -0.165 -0.044 0.089
H 2.836544 6.696694 -2.812182 -0.150 -0.029 0.016
H 3.997440 -0.612461 6.256789 -0.085 -0.190 -0.370
C 1.541499 5.200876 -2.060703 0.185 0.066 0.036
H -6.853253 0.968685 -7.500338 -0.100 -0.017 0.139
H 0.837639 -2.416659 1.526432 -0.034 0.323 0.160
H 6.409418 -3.309904 7.300122 -0.149 -0.071 -0.008
H 4.308341 -3.355274 -6.273182 0.032 0.176 -0.043
```
Positions in Å, forces in eV/Å.

Computed properties:
Electronic energy (Eh): -2797.561622
Max |F| (eV/Å): 1.66
Energy above the lowest of the compared OMol25 structures with the same formula, charge and spin (kJ/mol): 53.79
HOMO (eV): -4.819
Total charge: -1


# C39H65AsCsF3N5O3S2Si2Te

A molecular structure, C39H65AsCsF3N5O3S2Si2Te (ωB97M-V/def2-TZVPD, the OMol25 dataset).

```
122
Properties=species:S:1:pos:R:3:forces:R:3
C 5.641820 -1.012579 -2.165341 0.052 0.006 -0.025
H -2.737622 5.125889 -2.814869 -0.004 0.016 0.007
H 7.873893 -2.919335 0.910207 -0.003 0.000 -0.001
H -2.647011 -0.064807 2.030259 -0.023 -0.051 0.002
H 2.960130 -2.676325 0.820013 -0.045 0.143 0.194
H -0.812710 2.561642 -0.204352 0.006 0.025 -0.084
H 5.752609 1.861775 3.469719 0.014 -0.015 -0.024
H 7.559680 1.722721 -0.237425 0.003 -0.001 0.000
F 0.716090 -5.434127 1.308091 0.045 -0.037 -0.078
H -5.537797 3.621121 -1.403783 -0.005 0.006 0.003
H 0.434235 1.348579 -6.515928 0.024 0.017 0.011
Te 3.691179 -0.184722 2.515565 0.072 0.067 -0.012
C -5.029748 3.116959 -2.231301 -0.048 -0.014 -0.051
C 7.724523 -0.044756 -1.446365 -0.013 0.017 0.007
H 6.908868 -0.284969 8.654869 0.001 0.001 -0.001
C 7.023663 0.952007 -0.779427 -0.004 -0.010 -0.033
H 7.569325 -1.816810 -2.648638 0.002 0.000 0.001
H -5.168159 3.726682 -3.131306 -0.006 -0.004 0.001
H -4.500381 -2.648730 1.783888 -0.009 -0.022 0.017
O 0.103839 2.860085 -0.429508 -0.021 -0.035 -0.038
H 1.362111 -1.752543 2.870933 -0.002 -0.060 -0.002
H 0.329881 -2.954119 2.112839 -0.076 -0.012 -0.079
As -3.875587 -2.171844 -0.571199 0.393 0.245 0.021
C -2.455730 1.951609 -3.313499 0.065 -0.049 0.017
H -1.410070 4.596927 -1.753404 0.005 0.008 0.021
H -5.546443 -1.376143 1.127299 0.023 0.000 0.013
N -1.488612 -2.644372 3.956412 -0.031 0.078 0.040
C 6.789967 -2.866670 0.910000 0.014 -0.012 -0.015
H -4.026643 3.892638 2.961363 0.002 0.006 -0.009
H -5.768124 -1.269919 -1.981711 -0.003 -0.003 0.006
C 7.032222 -0.768672 2.242986 -0.009 -0.004 0.009
H 6.564275 -4.649192 -0.258715 -0.001 0.000 -0.001
H -4.037350 4.540203 1.313230 0.001 0.011 0.002
C 7.028706 -1.028316 -2.137685 -0.009 0.009 -0.005
C -2.843835 1.925420 -0.343110 0.121 0.158 0.117
H -1.333926 -4.365288 2.757272 0.004 -0.001 0.000
H 0.328820 1.637908 -4.769343 0.000 -0.089 -0.049
C 5.711359 0.368882 6.380342 -0.010 -0.014 -0.041
C -3.764173 -3.923119 -1.366066 0.036 0.016 -0.021
H 6.676547 0.234873 2.004021 -0.006 0.005 0.013
H 0.799043 -2.203576 -4.497362 0.081 0.015 -0.022
C 5.594510 -0.844439 7.040792 -0.002 -0.012 -0.004
H -4.648891 -4.127096 -1.969430 -0.010 -0.004 0.017
C -0.308237 -1.994537 3.911146 0.010 -0.073 -0.010
N 0.495677 -2.274055 2.886769 0.110 0.232 0.086
S -2.063419 -2.137973 -4.561427 0.039 0.035 -0.023
C -0.826505 -1.114034 -5.037926 -0.015 0.104 0.030
C 4.382427 -1.725668 5.125301 0.010 -0.072 0.058
H 4.379597 2.431145 4.391134 -0.006 -0.004 -0.012
N 0.486130 -1.399982 -5.014389 -0.006 -0.129 0.130
C -3.537872 3.832344 1.983132 0.014 0.049 0.020
H -4.172264 -1.077807 -2.775625 -0.027 0.004 -0.009
H -2.119136 -2.294042 4.654952 0.009 -0.025 0.002
Si -3.608427 2.079967 1.263180 -0.059 -0.041 0.072
C 4.041695 -2.700609 0.873875 0.089 -0.109 -0.165
Cs 0.341669 -1.037033 -0.772191 -0.391 -0.275 0.057
H 3.870903 -3.808185 5.040509 -0.011 0.001 0.025
C 6.055674 -3.835868 0.245783 -0.002 0.002 0.005
H -1.832087 0.625327 -5.283022 0.001 0.010 0.047
H -2.971775 -3.850167 3.169245 -0.004 0.003 0.003
H 2.535929 -2.699193 4.694340 0.025 0.010 -0.018
H -3.652824 -4.668705 -0.580919 0.037 0.005 0.005
H 8.808176 -0.057912 -1.422668 0.003 0.002 -0.002
C 3.605846 -2.874367 4.543127 -0.016 0.018 -0.024
H -5.727922 0.752720 0.873209 0.007 0.008 0.011
H 5.080843 -1.766341 -2.702439 -0.009 0.000 0.006
H 3.779534 -2.997104 3.474621 -0.012 -0.037 0.112
H 5.346932 -0.913828 9.177870 0.000 0.000 0.000
H -2.358841 0.965543 -0.493361 -0.050 -0.257 -0.095
N 2.894340 0.332753 -0.384970 -0.120 0.069 -0.295
H -1.885449 1.268131 2.889408 -0.003 -0.017 -0.006
H -2.499877 4.155845 2.091097 0.000 0.008 0.004
O -2.396475 -1.608957 -0.105902 -0.262 -0.198 -0.001
H -5.531450 2.156624 -2.386511 -0.017 0.017 0.007
H 5.079857 1.718431 -0.259989 -0.007 -0.005 0.000
H -2.906699 5.217485 -1.053009 0.008 -0.004 0.004
C 5.187740 0.561760 5.102942 0.030 -0.024 0.077
H -2.827690 0.920181 -3.313498 0.043 0.051 -0.065
C 4.937689 -0.024025 -1.489106 -0.119 -0.061 0.011
C -4.720922 -1.003418 -1.835996 0.032 0.015 -0.012
C 3.409575 -0.082923 -1.502348 0.754 0.053 0.205
C 6.138921 -1.025176 8.433058 -0.003 -0.009 0.002
H 7.005206 -0.876350 3.329267 -0.007 0.000 0.025
C 6.175804 -1.801233 1.565221 -0.007 0.037 0.007
C 4.529990 -0.499655 4.465078 -0.058 0.100 -0.150
C 1.336344 -0.248363 -5.300387 -0.038 0.053 -0.014
F 1.214622 -4.294822 -0.488429 0.089 0.000 -0.073
H 5.998972 2.549459 5.086259 -0.012 -0.008 0.005
C -5.088160 -2.341447 0.922166 -0.013 -0.005 -0.011
C -2.495435 4.620591 -1.872887 0.023 0.050 -0.055
H -2.033654 -2.968088 1.933684 0.010 0.018 0.005
H 0.712624 2.201981 -0.077576 0.033 0.032 0.056
C 4.928760 -1.877141 6.397750 0.029 -0.003 -0.025
O 2.857529 -0.564614 -2.535943 -0.406 0.024 0.095
C 5.343153 1.924988 4.477621 -0.025 -0.025 -0.016
C 4.672895 -3.747901 0.218303 0.001 0.026 0.004
H -5.855198 -3.085308 0.705489 -0.016 0.020 0.000
C -2.843140 0.896048 2.515137 0.015 0.004 0.041
Si -3.186650 2.858820 -1.819118 -0.027 0.044 -0.030
F -0.865932 -4.654444 0.037137 0.031 -0.017 -0.007
H 8.067275 -0.854382 1.908319 -0.005 -0.004 0.006
H 1.989799 -0.041684 -4.455276 0.041 0.010 0.059
N -0.975132 0.146856 -5.509386 0.017 -0.095 -0.101
H -3.491915 0.727399 3.381789 0.032 -0.002 -0.013
H -2.701136 2.427729 -4.269453 -0.017 0.028 -0.004
H 1.949429 -0.435598 -6.184998 -0.058 0.009 -0.022
H 6.571879 -2.018485 8.562435 0.000 0.001 0.000
C -1.979294 -3.495754 2.890964 0.007 -0.027 -0.032
C 0.295129 0.868422 -5.547107 0.019 0.002 0.090
H -2.870619 -3.932981 -1.988966 -0.021 -0.009 -0.013
S 0.118092 -0.904918 5.145722 -0.001 -0.050 -0.038
H 6.225005 1.192549 6.867455 -0.003 0.000 0.000
H 4.814281 -2.832696 6.900723 0.002 0.003 0.005
C 0.351997 -4.258401 0.630615 -0.123 0.068 0.088
H -5.885371 1.744173 2.337749 -0.009 -0.008 -0.009
H 4.067815 -4.482557 -0.297787 0.000 0.002 -0.002
H -6.030120 2.476407 0.731160 -0.013 0.006 -0.007
C -5.490020 1.725159 1.315480 -0.069 -0.014 0.015
C 4.777605 -1.730610 1.554135 -0.086 -0.045 -0.068
H -1.365715 1.922722 -3.201472 -0.066 -0.006 -0.001
C 5.635512 0.957377 -0.793314 0.024 0.033 0.019
H -4.618468 0.009012 -1.434932 0.001 -0.007 0.002
```
Positions in Å, forces in eV/Å.

Computed properties:
Spin multiplicity: 2
Electronic energy (Eh): -6223.585635
⟨S²⟩: 0.76
Max |F| (eV/Å): 0.78
Energy above the lowest of the compared OMol25 structures with the same formula, charge and spin (kJ/mol): 0.00
HOMO (eV): -1.669
Total charge: -2


Orbital gap per entry: 0.2325, 0.1913 hartree